Version P
Here is an isolated molecule of C3H6N2OS from OMol25. Energies are from ωB97M-V with the def2-TZVPD basis set.

Positions of all 13 atoms, in Å:
C1 2.78 -0.40 0.00
C2 0.30 0.62 0.00
C3 -3.02 -0.51 0.00
H1 3.43 -1.30 0.00
H2 2.99 0.20 -0.91
H3 3.02 0.21 0.92
H4 -1.54 1.48 0.01
H5 -3.59 0.45 -0.02
H6 -3.56 -1.44 0.01
N1 -1.06 0.59 0.00
N2 -1.75 -0.58 0.00
O1 0.92 1.66 0.00
S1 1.09 -0.99 0.00

Output
structure (SMILES)	C=NNC(=O)SC
highest occupied orbital energy	-9.20	eV
gap between HOMO and LUMO	10.03	eV
multiplicity	1


Version Q
Here is an isolated molecule of C3H6N2OS from OMol25. Energies are from ωB97M-V with the def2-TZVPD basis set.

Positions of all 13 atoms, in Å:
C1 2.20 0.14 -0.29
C2 -1.08 -0.31 -0.25
C3 -2.26 0.30 0.46
H1 1.20 1.53 0.36
H2 3.09 -0.31 -0.57
H3 1.45 -1.60 0.45
H4 -1.36 -1.34 -0.53
H5 -0.86 0.14 -1.27
H6 -1.98 0.77 1.37
N1 2.17 1.41 -0.07
N2 1.16 -0.76 -0.07
O1 0.04 -0.29 0.60
S1 -3.77 0.31 -0.19

Output
structure (SMILES)	[H]/N=C\NOCC=S
highest occupied orbital energy	-9.18	eV
gap between HOMO and LUMO	8.48	eV
multiplicity	1


Stability ranking, top entry: version P; the second entry is 2.433 eV less favorable.


Version P
Here is the ion C4H5N2 with charge +1 from OMol25. Energies are from ωB97M-V with the def2-TZVPD basis set.

Positions of all 11 atoms, in Å:
C1 -2.66 0.65 0.01
C2 -0.81 -0.28 -0.12
C3 -1.16 1.16 -0.04
C4 0.48 -0.94 0.04
N1 -1.88 -0.96 -0.02
N2 -3.17 -0.47 0.07
H1 -0.90 1.84 -0.91
H2 -0.97 1.61 1.03
H3 0.38 -1.97 0.05
H4 0.93 -0.97 1.10
H5 1.14 -0.69 -0.64

Output
structure (SMILES)	CC1=[N+]2N=C2C1
total charge	+1
highest occupied orbital energy	-16.55	eV
gap between HOMO and LUMO	9.24	eV
multiplicity	1


Version Q
Here is the ion C4H5N2 with charge +1 from OMol25. Energies are from ωB97M-V with the def2-TZVPD basis set.

Positions of all 11 atoms, in Å:
C1 -2.07 -0.30 0.10
C2 0.43 0.00 -0.02
C3 -0.30 1.32 0.20
C4 1.44 -1.00 -0.18
N1 -0.78 -0.06 0.33
N2 -3.17 -0.29 -0.19
H1 -0.26 2.09 1.00
H2 -0.70 1.93 -0.63
H3 2.05 -0.70 -1.18
H4 1.23 -2.12 -0.07
H5 2.13 -0.88 0.63

Output
structure (SMILES)	CC1=[N+](C#N)C1
total charge	+1
highest occupied orbital energy	-16.73	eV
gap between HOMO and LUMO	10.32	eV
multiplicity	1


Version R
Here is the ion C4H5N2 with charge +1 from OMol25. Energies are from ωB97M-V with the def2-TZVPD basis set.

Positions of all 11 atoms, in Å:
C1 1.36 1.91 -0.12
C2 -0.72 -1.13 0.58
C3 -0.42 -0.10 -1.23
C4 0.26 -0.11 0.12
N1 0.95 0.85 0.36
N2 -1.39 -0.83 -0.75
H1 2.33 2.38 -0.33
H2 0.39 2.44 -0.40
H3 -0.17 -2.08 0.69
H4 -1.34 -0.87 1.52
H5 -2.25 -1.08 -1.09

Output
structure (SMILES)	C=NC1=C=[NH+]C1
total charge	+1
highest occupied orbital energy (alpha / beta)	-13.90 / -13.90	eV
gap between HOMO and LUMO (alpha / beta)	8.00 / 8.00	eV
multiplicity	1


Stability ranking, top entry: version Q; the second entry is 0.754 eV less favorable.


Version P
Here is a structure of composition C16H22N4O2S from OMol25. Energies are from ωB97M-V with the def2-TZVPD basis set.

Positions of all 45 atoms, in Å:
C1 -1.24 0.09 -3.88
C2 -0.60 0.75 -2.67
C3 -1.09 0.19 -1.31
C4 -2.60 0.32 -1.14
C5 -0.71 -1.23 -1.20
N1 -0.41 -2.33 -1.09
C6 -0.37 1.00 -0.20
O1 -0.93 1.94 0.33
N2 0.89 0.62 0.08
C7 1.69 1.30 1.08
C8 2.12 0.35 2.16
C9 3.29 0.34 2.79
C10 4.40 1.34 2.57
N3 5.56 0.91 1.76
C11 5.25 0.66 0.38
O2 5.64 1.40 -0.48
C12 4.61 -0.67 0.01
C13 3.88 -0.69 -1.29
C14 3.08 -1.71 -1.74
C15 2.55 -1.42 -3.03
C16 1.71 -2.36 -3.84
N4 2.90 -0.25 -3.52
S1 3.90 0.53 -2.48
H1 -0.77 0.45 -4.79
H2 -1.11 -1.00 -3.85
H3 -2.31 0.30 -3.95
H4 0.49 0.65 -2.73
H5 -0.82 1.82 -2.66
H6 -2.90 0.00 -0.14
H7 -2.88 1.37 -1.26
H8 -3.12 -0.28 -1.87
H9 1.31 -0.15 -0.42
H10 2.55 1.78 0.60
H11 1.06 2.09 1.49
H12 1.37 -0.40 2.43
H13 3.47 -0.43 3.54
H14 4.02 2.25 2.12
H15 4.80 1.63 3.54
H16 5.90 0.04 2.15
H17 5.45 -1.38 -0.04
H18 3.96 -1.03 0.81
H19 2.87 -2.62 -1.19
H20 0.94 -2.82 -3.22
H21 1.25 -1.83 -4.67
H22 2.33 -3.16 -4.25

Output
highest occupied orbital energy	-9.35	eV
gap between HOMO and LUMO	9.78	eV
multiplicity	1


Version Q
Here is a structure of composition C16H22N4O2S from OMol25. Energies are from ωB97M-V with the def2-TZVPD basis set.

Positions of all 45 atoms, in Å:
C1 -1.91 3.08 -0.47
C2 -1.82 1.58 -0.27
C3 -0.38 1.05 -0.11
C4 0.50 1.40 -1.31
C5 0.22 1.63 1.11
N1 0.69 2.06 2.07
C6 -0.36 -0.49 0.11
O1 0.39 -1.21 -0.52
N2 -1.20 -0.95 1.07
C7 -1.01 -2.28 1.63
C8 0.24 -2.31 2.47
C9 0.32 -2.22 3.80
C10 -0.83 -2.11 4.76
N3 -1.07 -0.73 5.20
C11 -1.74 0.11 4.35
O2 -2.57 -0.31 3.56
C12 -1.46 1.58 4.53
C13 -2.31 2.49 3.70
C14 -2.03 3.80 3.41
C15 -3.08 4.40 2.66
C16 -3.06 5.81 2.17
N4 -4.09 3.62 2.40
S1 -3.84 2.12 3.01
H1 -2.95 3.40 -0.43
H2 -1.38 3.61 0.32
H3 -1.50 3.39 -1.43
H4 -2.41 1.31 0.61
H5 -2.26 1.05 -1.12
H6 1.48 0.95 -1.21
H7 0.03 1.01 -2.21
H8 0.60 2.48 -1.40
H9 -1.70 -0.30 1.66
H10 -1.90 -2.52 2.21
H11 -0.92 -3.00 0.81
H12 1.17 -2.33 1.91
H13 1.31 -2.18 4.24
H14 -1.76 -2.48 4.34
H15 -0.62 -2.70 5.66
H16 -0.33 -0.30 5.72
H17 -1.58 1.82 5.59
H18 -0.41 1.77 4.28
H19 -1.12 4.30 3.71
H20 -2.25 5.96 1.45
H21 -4.00 6.05 1.68
H22 -2.90 6.52 2.99

Output
highest occupied orbital energy	-9.09	eV
gap between HOMO and LUMO	9.71	eV
multiplicity	1


Stability ranking, top entry: version Q; the second entry is 0.938 eV less favorable.


Version P
Here is the ion C4H8N with charge +1 from OMol25. Energies are from ωB97M-V with the def2-TZVPD basis set.

Positions of all 13 atoms, in Å:
C1 0.28 0.34 0.17
C2 -2.10 -0.26 -0.41
C3 2.74 -0.06 -0.10
C4 -1.09 0.69 0.33
N1 1.43 0.23 0.10
H1 -1.80 -1.24 -0.34
H2 -2.23 -0.03 -1.56
H3 -3.20 -0.17 -0.17
H4 3.37 0.79 0.26
H5 3.04 -1.03 0.48
H6 2.98 -0.25 -1.20
H7 -1.29 1.67 -0.17
H8 -1.18 0.44 1.43

Output
structure (SMILES)	CCC#[N+]C
total charge	+1
highest occupied orbital energy	-16.57	eV
gap between HOMO and LUMO	12.44	eV
multiplicity	1


Version Q
Here is a structure of composition C4H8N from OMol25. Energies are from ωB97M-V with the def2-TZVPD basis set.

Positions of all 13 atoms, in Å:
C1 1.48 0.05 -0.87
C2 0.37 0.57 -1.29
C3 1.17 0.26 0.52
C4 -1.77 -0.97 0.64
N1 -0.11 0.76 0.02
H1 2.24 -0.55 -1.35
H2 -0.06 1.06 -2.16
H3 1.25 -0.67 1.13
H4 1.75 1.00 0.96
H5 -1.53 -1.16 1.72
H6 -2.59 -0.17 0.31
H7 -1.53 -1.69 -0.01
H8 -0.66 1.53 0.40

Output
total charge	+1
highest occupied orbital energy (alpha / beta)	-13.92 / -14.40	eV
gap between HOMO and LUMO (alpha / beta)	7.06 / 8.51	eV
multiplicity	1


Stability ranking, top entry: version P; the second entry is 3.554 eV less favorable.


Version P
Here is a cluster of 2 separate species, C4H8N in total from OMol25. Energies are from ωB97M-V with the def2-TZVPD basis set.

Positions of all 13 atoms, in Å:
C1 1.35 0.62 -2.08
C2 1.19 1.20 -0.66
C3 0.03 0.17 -1.58
C4 0.39 0.24 -0.15
N1 -1.55 -1.41 2.85
H1 1.32 1.39 -2.84
H2 2.22 -0.16 -2.22
H3 1.40 2.12 -0.23
H4 -0.87 0.21 -2.15
H5 -0.04 -0.09 0.69
H6 -1.69 -2.40 2.68
H7 -1.80 -0.86 2.04
H8 -1.96 -1.05 3.66

Output
total charge	+1
highest occupied orbital energy	-12.91	eV
gap between HOMO and LUMO	7.37	eV
multiplicity	1


Version Q
Here is a structure of composition C4H8N from OMol25. Energies are from ωB97M-V with the def2-TZVPD basis set.

Positions of all 13 atoms, in Å:
C1 1.71 -0.17 -0.30
C2 1.28 1.04 0.08
C3 0.49 -1.02 0.08
C4 -1.61 0.31 -0.27
N1 -0.36 0.14 0.45
H1 2.65 -0.45 -0.58
H2 1.51 2.07 0.44
H3 0.09 -1.51 -0.82
H4 0.87 -1.70 0.86
H5 -1.68 0.26 -1.33
H6 -2.26 -0.55 -0.07
H7 -2.23 1.14 0.04
H8 -0.45 0.43 1.41

Output
total charge	+1
highest occupied orbital energy	-15.74	eV
gap between HOMO and LUMO	11.24	eV
multiplicity	1


Version R
Here is a cluster of 2 separate species, C4H8N in total from OMol25. Energies are from ωB97M-V with the def2-TZVPD basis set.

Positions of all 13 atoms, in Å:
C1 -2.07 -0.35 -0.15
C2 -0.99 0.34 0.25
C3 1.08 -0.97 0.10
C4 1.29 0.11 -0.94
N1 0.44 0.30 0.23
H1 -2.89 0.29 0.15
H2 -2.22 -1.29 -0.58
H3 -1.38 2.33 1.23
H4 0.55 -1.88 -0.13
H5 2.00 -1.15 0.65
H6 2.11 0.68 -1.08
H7 0.76 -0.03 -1.96
H8 0.67 0.99 0.91

Output
total charge	+1
highest occupied orbital energy (alpha / beta)	-14.69 / -15.11	eV
gap between HOMO and LUMO (alpha / beta)	9.83 / 9.85	eV
multiplicity	1


Stability ranking, top entry: version Q; the second entry is 0.410 eV less favorable.


Version P
Here is a cluster of 3 separate species, CH6NO4 in total from OMol25. Energies are from ωB97M-V with the def2-TZVPD basis set.

Positions of all 12 atoms, in Å:
N1 2.01 0.12 1.05
C1 1.13 -0.28 -0.03
O1 0.45 0.69 -0.60
O2 1.03 -1.52 -0.19
H1 1.58 0.78 1.87
H2 2.57 -0.67 1.41
H3 -2.00 -1.88 -0.07
H4 -0.64 -2.49 -0.04
O3 -1.53 -2.76 -0.10
H5 -1.06 2.03 -0.77
H6 -1.65 3.44 -1.54
O4 -1.91 2.53 -1.00

Output
total charge	-1
highest occupied orbital energy	-4.60	eV
gap between HOMO and LUMO	8.48	eV
multiplicity	1


Version Q
Here is a cluster of 3 separate species, CH6NO4 in total from OMol25. Energies are from ωB97M-V with the def2-TZVPD basis set.

Positions of all 12 atoms, in Å:
N1 1.44 0.43 -1.70
C1 1.05 -0.28 -0.50
O1 0.38 0.55 0.20
O2 1.18 -1.51 -0.20
H1 1.60 1.52 -1.53
H2 2.20 0.00 -2.35
H3 -0.63 -0.21 1.62
H4 0.00 -1.54 1.74
O3 -0.61 -0.96 2.23
H5 -1.55 1.05 -0.13
H6 -2.59 0.11 0.62
O4 -2.46 0.85 0.01

Output
total charge	-1
highest occupied orbital energy	-4.76	eV
gap between HOMO and LUMO	8.95	eV
multiplicity	1


Version R
Here is a cluster of 3 separate species, CH6NO4 in total from OMol25. Energies are from ωB97M-V with the def2-TZVPD basis set.

Positions of all 12 atoms, in Å:
N1 -1.04 -1.14 1.57
C1 -0.40 -1.07 0.26
O1 0.07 0.07 -0.03
O2 -0.40 -2.09 -0.42
H1 -0.69 -0.34 2.09
H2 -0.72 -1.98 2.04
H3 1.25 -0.28 -1.34
H4 1.48 -1.41 -2.27
O3 1.75 -0.48 -2.17
H5 -0.20 2.19 -0.09
H6 -1.01 3.40 0.18
O4 -0.09 3.12 0.18

Output
total charge	-1
highest occupied orbital energy	-4.98	eV
gap between HOMO and LUMO	8.92	eV
multiplicity	1


Stability ranking, top entry: version R; the second entry is 0.636 eV less favorable.